Record 1
Below is C21H30F2N4PPd as an isolated structure at a distorted geometry, with properties calculated with ωB97M-V/def2-TZVPD.

Structure (ORCA input):
```
! wB97M-V def2-TZVPD RIJCOSX def2/J DEFGRID3
* xyz 3 1
Pd -0.4745 1.2894 0.1772
N 3.6584 2.8372 0.1224
C 4.1469 1.5695 0.1679
C 3.0488 0.7447 0.1916
N 1.9184 1.5001 0.1499
C 2.3085 2.7749 0.1199
C 1.3437 3.8228 0.1088
N 0.0459 3.5269 0.0950
C -0.6312 4.7034 0.1138
C 0.2744 5.7396 0.1329
N 1.5032 5.1640 0.1283
H 4.2328 3.6676 0.0931
H 5.1992 1.3394 0.1829
H 3.0397 -0.3298 0.2228
H -1.7022 4.7855 0.0798
H 0.1128 6.8045 0.1517
H 2.3714 5.6794 0.1344
F -3.3197 1.0830 0.0518
C -2.5317 2.0968 0.2587
F -2.4437 2.7686 -0.8666
H -2.8918 2.7205 1.0816
C 2.1831 -3.0343 -0.2615
C 0.9457 -2.7764 0.5804
C 1.2901 -2.4274 2.0314
C -0.0776 -3.8888 0.4829
P 0.0451 -1.1634 -0.1028
C -1.5023 -1.0667 0.8268
C -2.6576 -1.7894 0.5170
C -3.7662 -1.6878 1.3392
C -3.7618 -0.8424 2.4524
C -2.6350 -0.0968 2.7559
C -1.4967 -0.2114 1.9618
C -0.2128 -1.0011 -2.0037
C -0.7289 -2.2829 -2.6362
C -1.2019 0.1572 -2.1305
C 1.1467 -0.5803 -2.5699
H 2.7244 -3.8778 0.1749
H 2.8733 -2.1923 -0.2695
H 1.9403 -3.3194 -1.2845
H 1.8399 -3.2632 2.4706
H 0.3957 -2.2814 2.6372
H 1.9303 -1.5465 2.1089
H 0.4388 -4.8035 0.7951
H -0.4359 -4.0673 -0.5307
H -0.9205 -3.7463 1.1560
H -2.6833 -2.4598 -0.3309
H -4.6390 -2.2915 1.1246
H -4.6339 -0.7841 3.0902
H -2.6295 0.5427 3.6293
H -0.5659 0.2484 2.3092
H -1.6812 -2.6068 -2.2190
H -0.0042 -3.0938 -2.5792
H -0.8976 -2.0874 -3.6997
H -2.2095 -0.1121 -1.8219
H -1.2469 0.5185 -3.1602
H -0.8268 1.0393 -1.5377
H 1.9280 -1.3150 -2.3801
H 1.4602 0.3843 -2.1699
H 1.0642 -0.4806 -3.6540
*
```

Need the Löwdin charges? In units of e they are:
1. Pd 0.7883
2. N 0.1638
3. C -0.0059
4. C -0.1131
5. N 0.0537
6. C -0.2365
7. C -0.2405
8. N 0.0461
9. C -0.0843
10. C -0.0007
11. N 0.1611
12. H 0.1896
13. H 0.1470
14. H 0.0778
15. H 0.1162
16. H 0.1481
17. H 0.1883
18. F 0.1246
19. C -0.2717
20. F 0.0969
21. H 0.1728
22. C -0.0583
23. C -0.5933
24. C -0.0597
25. C -0.0300
26. P 1.3210
27. C -0.3971
28. C -0.0631
29. C 0.0123
30. C 0.0105
31. C -0.0323
32. C -0.1505
33. C -0.6418
34. C -0.0396
35. C -0.0785
36. C -0.0655
37. H 0.1240
38. H 0.0687
39. H 0.0896
40. H 0.1200
41. H 0.0889
42. H 0.0856
43. H 0.1396
44. H 0.0905
45. H 0.0939
46. H 0.1140
47. H 0.1417
48. H 0.1403
49. H 0.1371
50. H 0.1113
51. H 0.0813
52. H 0.0890
53. H 0.1236
54. H 0.0907
55. H 0.1319
56. H 0.0178
57. H 0.0799
58. H 0.0666
59. H 0.1184


Record 2
Below is one molecule with the formula C21H30FN3O2, with properties calculated with ωB97M-V/def2-TZVPD.

As for the SMILES: CC(C)N1CCN(C(=O)[C@H]2CCC(=O)N(CCc3cccc(F)c3)C2)CC1.

Structure (ORCA input):
```
! wB97M-V def2-TZVPD RIJCOSX def2/J DEFGRID3
* xyz 0 1
C -6.6438 -1.0005 0.9590
H -6.7909 0.0026 1.3493
H -6.1663 -1.6082 1.7234
H -7.6143 -1.4375 0.7396
C -5.8022 -0.9431 -0.3168
N -4.6613 -0.0573 -0.1221
C -4.0648 0.4500 -1.3410
H -3.4642 -0.3138 -1.8661
C -3.1593 1.6304 -0.9908
N -2.1353 1.2092 -0.0545
C -0.8374 1.2654 -0.4205
O -0.4988 1.6983 -1.5083
C 0.1965 0.7671 0.5924
C 1.5677 1.3441 0.2071
N 2.6263 0.6839 0.9275
C 2.7238 -0.6648 0.8816
O 3.5996 -1.2945 1.4404
C 1.5936 -1.2990 0.0979
C 0.2460 -0.7769 0.5990
H -0.5465 -1.1828 -0.0333
H 0.0862 -1.1504 1.6127
H 1.7198 -1.0570 -0.9593
H 1.6525 -2.3812 0.2135
C 3.6624 1.4660 1.5558
H 4.1895 0.7958 2.2392
H 3.2057 2.2821 2.1242
C 4.6582 2.0311 0.5263
C 5.3107 0.8990 -0.2122
C 6.4044 0.2470 0.3402
C 6.9426 -0.8418 -0.3156
C 6.4258 -1.3133 -1.5079
C 5.3378 -0.6572 -2.0541
C 4.7881 0.4398 -1.4143
H 3.9439 0.9481 -1.8574
H 4.9154 -1.0059 -2.9847
H 6.8693 -2.1722 -1.9856
F 8.0163 -1.4603 0.2213
H 6.8335 0.5719 1.2753
H 4.1285 2.6825 -0.1713
H 5.4056 2.6219 1.0576
H 1.5921 2.4101 0.4404
H 1.6895 1.2397 -0.8775
H -0.0606 1.1401 1.5868
C -2.7071 0.6324 1.1386
C -3.6215 -0.5396 0.7615
H -3.0071 -1.3290 0.2926
H -4.0728 -0.9404 1.6687
H -3.3124 1.3995 1.6356
H -1.9361 0.2875 1.8228
H -3.7582 2.4194 -0.5252
H -2.6634 2.0184 -1.8809
H -4.8552 0.7906 -2.0121
C -5.4463 -2.3574 -0.7921
H -4.8385 -2.3202 -1.6934
H -6.3561 -2.9073 -1.0172
H -4.9011 -2.8989 -0.0226
H -6.4100 -0.4633 -1.0935
*
```

Need the Löwdin charges? In units of e they are:
1. C -0.0616
2. H 0.0794
3. H 0.0677
4. H 0.0767
5. C -0.4251
6. N -0.1557
7. C -0.1628
8. H 0.1287
9. C -0.1131
10. N -0.0458
11. C -0.4229
12. O 0.0598
13. C -0.1855
14. C -0.1146
15. N -0.0566
16. C -0.4701
17. O 0.0677
18. C -0.0737
19. C -0.1229
20. H 0.1119
21. H 0.1229
22. H 0.1281
23. H 0.1258
24. C -0.1335
25. H 0.1254
26. H 0.1252
27. C -0.1153
28. C -0.2338
29. C 0.0359
30. C -0.2640
31. C -0.0123
32. C -0.0692
33. C -0.0531
34. H 0.1090
35. H 0.1055
36. H 0.1151
37. F 0.0566
38. H 0.1304
39. H 0.1142
40. H 0.1181
41. H 0.1398
42. H 0.1196
43. H 0.1409
44. C -0.1186
45. C -0.1629
46. H 0.1218
47. H 0.1203
48. H 0.1339
49. H 0.1105
50. H 0.1319
51. H 0.1210
52. H 0.1258
53. C -0.0548
54. H 0.0715
55. H 0.0780
56. H 0.0736
57. H 0.1352


Record 3
Below is a 10-piece molecular cluster, C21H30FN9O3 overall at a distorted geometry, with properties calculated with ωB97M-V/def2-TZVPD.

As for the SMILES: O=C1OC[C@@H](F)O1.CC#N.CC#N.CC#N.CC#N.CC#N.CC#N.CC#N.CC#N.CC#N.

Structure (ORCA input):
```
! wB97M-V def2-TZVPD RIJCOSX def2/J DEFGRID3
* xyz 0 1
C -0.1105 2.9472 3.5211
C -0.8121 4.1909 3.8174
O -2.1214 3.7447 3.4536
C -2.0518 2.6896 2.5416
O -2.9889 2.2348 1.9314
O -0.7938 2.3477 2.4313
F -0.4307 5.1831 3.0013
H -0.1013 2.1781 4.2934
H 0.9526 3.1781 3.4531
H -0.6762 4.5694 4.8305
C -1.6509 -0.8251 2.9209
C -2.9362 -1.3913 3.1600
N -3.9757 -1.8341 3.2269
H -1.1354 -0.3187 3.7369
H -1.7992 -0.1015 2.1194
H -1.0618 -1.6663 2.5556
C -1.1746 -5.4819 -0.3122
C -0.0475 -4.5845 -0.1397
N 0.8577 -3.9056 0.0540
H -0.8756 -6.5225 -0.4384
H -1.7476 -5.2868 -1.2187
H -1.7581 -5.4294 0.6069
C 4.5480 3.6790 -0.5358
C 3.2858 3.0876 -0.0544
N 2.3561 2.6740 0.4319
H 5.1918 3.3744 0.2893
H 4.4760 4.7635 -0.6178
H 4.8141 3.2749 -1.5126
C 0.6119 -0.2545 0.1268
C -0.6267 -0.7099 -0.5878
N -1.5408 -1.0844 -1.2010
H 1.2541 0.2553 -0.5914
H 1.1406 -1.1248 0.5156
H 0.3110 0.3835 0.9578
C 1.4557 2.2334 -3.1215
C 0.9314 2.8806 -4.3599
N 0.5154 3.4181 -5.3195
H 2.4583 2.5543 -2.8389
H 1.5269 1.1523 -3.2410
H 0.7580 2.4464 -2.3116
C 3.9833 1.0176 3.2979
C 2.6533 0.4340 3.3555
N 1.5793 0.0309 3.4191
H 4.1520 1.8471 2.6112
H 4.6723 0.2147 3.0356
H 4.0638 1.4604 4.2907
C -2.7376 -2.3143 -4.0140
C -1.6125 -3.1709 -3.5736
N -0.7016 -3.7741 -3.2104
H -2.3358 -1.3096 -3.8823
H -3.6455 -2.4374 -3.4236
H -2.9653 -2.6731 -5.0178
C 2.3333 -2.6423 -2.7888
C 2.6910 -1.5146 -3.6333
N 2.9393 -0.5750 -4.2960
H 3.2831 -3.1698 -2.7005
H 1.6972 -3.2943 -3.3874
H 1.9476 -2.3059 -1.8265
C -4.6683 -0.7790 -0.1459
C -5.1803 -0.7246 -1.5023
N -5.6046 -0.6486 -2.5926
H -4.1290 0.1145 0.1686
H -3.9435 -1.5887 -0.2303
H -5.5002 -1.1172 0.4720
*
```

Need the Löwdin charges? In units of e they are:
1. C -0.1086
2. C -0.3199
3. O 0.1177
4. C -0.5315
5. O 0.1595
6. O 0.0752
7. F 0.0912
8. H 0.1347
9. H 0.1370
10. H 0.1772
11. C -0.0831
12. C -0.2995
13. N 0.1424
14. H 0.0685
15. H 0.0550
16. H 0.0874
17. C -0.0719
18. C -0.2814
19. N 0.1419
20. H 0.0846
21. H 0.0622
22. H 0.0848
23. C -0.0395
24. C -0.2817
25. N 0.1674
26. H 0.0795
27. H 0.0903
28. H 0.0851
29. C -0.0727
30. C -0.2236
31. N 0.1675
32. H 0.0514
33. H 0.0574
34. H 0.0365
35. C -0.0886
36. C -0.2471
37. N 0.1097
38. H 0.0570
39. H 0.0303
40. H 0.0693
41. C -0.0534
42. C -0.2567
43. N 0.1751
44. H 0.0610
45. H 0.0909
46. H 0.0889
47. C -0.0665
48. C -0.2649
49. N 0.1384
50. H 0.0735
51. H 0.0568
52. H 0.0819
53. C -0.0826
54. C -0.2700
55. N 0.1190
56. H 0.0847
57. H 0.0534
58. H 0.0488
59. C -0.0896
60. C -0.2889
61. N 0.1166
62. H 0.0757
63. H 0.0521
64. H 0.0842


Energy for every record listed, in sequence, given in eV: -46398.111 -33548.030 -44531.026.
Energy above the lowest of the compared OMol25 structures with the same formula, charge and spin for every record listed, in sequence, given in kcal/mol: 0.0 17.3 7.6.